This record from the Open Molecules 2025 dataset describes the molecule C5H7NO. The level of theory is wB97M-V/def2-TZVPD.

Each line ends with the Mulliken charge.
Element x y z (Å)
O -2.4695 0.0677 1.5545  -0.498
N 0.8571 0.3840 -1.0350  -0.347
C -0.3483 -0.1236 0.5217  0.106
C -1.2787 -0.1817 1.6580  -0.280
C 1.1081 0.3363 0.4499  -0.299
C 0.7495 -0.9563 -1.2883  -0.276
C -0.5919 0.6981 -0.7362  -0.269
H -1.2818 0.3628 -1.5198  0.247
H -0.7397 1.7759 -0.5599  0.250
H 1.5873 -1.6129 -1.0327  0.271
H -0.8565 -0.5818 2.6102  0.298
H 1.2930 1.3473 0.8493  0.254
H 1.9415 -0.3235 0.7224  0.280
H 0.0899 -1.2823 -2.0980  0.265

The calculation puts the LUMO energy (alpha / beta) at -0.80 / -0.51 eV. Its charge is 0. For the relative energy (zero: lowest compared OMol25 entry of this formula, charge and spin), the calculation gives 118.2 kcal/mol. The spin multiplicity is 1. The value obtained for the total energy is -324.5362 a.u. The value obtained for the HOMO-LUMO gap (alpha / beta) is 7.25 / 7.81 eV. The value obtained for the HOMO energy (alpha / beta) is -0.2961 / -0.3061 Ha. Its molar mass is 97.1 g mol⁻¹.


This record from the Open Molecules 2025 dataset describes the ion C4H4N3S2 with charge +1. The level of theory is wB97M-V/def2-TZVPD.

Each line ends with the Mulliken charge.
Element x y z (Å)
S -1.7479 -2.1947 -2.6378  0.304
S 0.4280 -2.0622 -2.5394  -0.041
N 0.1066 0.5233 0.5939  0.671
N -1.1030 0.0557 0.3034  -0.883
N -2.0745 -1.4292 -1.3314  -0.265
C 0.2442 -0.9957 -1.2517  0.195
C 1.1406 -0.0200 -0.0492  -0.163
C 0.3902 1.5353 1.6900  -0.778
C -1.0729 -0.8021 -0.6919  0.508
H -0.2898 2.3545 1.7124  0.329
H 1.3336 1.9545 1.3430  0.328
H 2.1023 -0.0050 0.2455  0.447
H 0.5425 1.0857 2.6133  0.348

The calculation puts the LUMO energy (alpha / beta) at -6.43 / -6.43 eV. Its charge is +1. For the relative energy (zero: lowest compared OMol25 entry of this formula, charge and spin), the calculation gives 0.0 kcal/mol. The spin multiplicity is 1. The value obtained for the total energy is -1115.0734 a.u. The value obtained for the HOMO-LUMO gap (alpha / beta) is 6.76 / 6.75 eV. The value obtained for the HOMO energy (alpha / beta) is -0.4845 / -0.4846 Ha. Its molar mass is 158.2 g mol⁻¹.


This record from the Open Molecules 2025 dataset describes a cluster of 2 separate species, C3H3Cl3S in total. The level of theory is wB97M-V/def2-TZVPD.

Each line ends with the Mulliken charge.
Element x y z (Å)
Cl 1.3880 1.4056 0.6732  -0.128
Cl 3.6586 0.2982 -0.7522  -0.112
Cl 2.0298 -1.5197 0.8875  -0.147
S -1.2698 -0.8568 -0.8676  -0.232
C 2.0647 0.0038 -0.1683  0.222
C -2.0753 -0.1363 0.7748  -0.248
C -2.4683 0.4013 -0.3267  -0.227
H 1.2606 -0.0796 -0.9010  0.103
H -1.5299 -0.6524 1.5910  0.417
H -3.0581 1.1360 -0.9107  0.351

The calculation puts the LUMO energy at 0.54 eV. Its charge is 0. For the relative energy (zero: lowest compared OMol25 entry of this formula, charge and spin), the calculation gives 58.9 kcal/mol. The spin multiplicity is 1. The value obtained for the total energy is -1894.7392 a.u. The value obtained for the HOMO-LUMO gap is 8.75 eV. The value obtained for the HOMO energy is -0.3018 Ha. Its molar mass is 177.5 g mol⁻¹. As for the SMILES: ClC(Cl)Cl.C1=CS1.


This record from the Open Molecules 2025 dataset describes a cluster of 10 separate species, C44H102N8O7 in total. The level of theory is wB97M-V/def2-TZVPD.

Each line ends with the Löwdin spin population.
Element x y z (Å)
O -0.0489 0.3788 -3.3852  0.000
O 1.0060 -7.4725 0.7967  0.000
O 3.7635 -4.2754 4.0169  0.000
O -0.7883 -1.3998 -2.2362  0.000
O 3.5189 -3.1941 -1.9988  0.000
O -1.3806 2.2416 1.4387  0.000
O -1.4660 4.2046 2.5690  0.000
N -0.6270 -6.1255 0.1993  0.000
N 4.2838 -3.6386 -4.0633  0.000
N -3.5256 -5.0588 -1.3557  0.000
N 4.5592 -4.9119 2.0837  0.000
N -3.2827 -1.1664 3.2589  0.641
N -4.1221 3.9739 -1.2498  0.000
N 7.2024 1.0918 -2.0885  0.000
N 2.1874 5.4180 0.5242  0.000
C -4.5548 -4.5753 -0.4248  0.000
C -3.1508 3.7750 4.0550  0.000
C -4.6456 2.5890 -1.0576  0.000
C 3.6361 -4.3462 2.7796  0.000
C -1.0049 -1.1813 4.0217  0.012
C 8.4779 0.3355 -1.7932  0.000
C -0.2050 -0.1674 -2.2502  0.000
C -3.8266 -3.2684 4.4938  0.056
C -1.8882 -1.5121 2.9158  0.057
C 9.7733 0.6402 -2.6473  0.000
C -3.5913 -4.3223 -2.6462  0.000
C -2.5051 5.9089 -0.7910  0.000
C 1.4240 5.2042 -0.7429  0.000
C 2.3605 -3.8907 2.0562  0.000
C 0.2844 -7.4971 -1.4897  0.000
C 7.6333 2.9431 -0.6281  0.000
C -6.0230 5.0208 -0.1161  0.000
C -2.2691 4.8391 3.4669  0.000
C -5.3916 -0.0583 2.4733  0.013
C -3.0453 4.5682 -0.3372  0.000
C 2.2587 7.2837 2.4031  0.000
C -3.6008 1.5958 -1.6679  0.000
C -3.7625 -1.7126 4.5097  0.057
C 4.5468 5.6593 -0.3433  0.000
C 7.4067 2.5102 -1.9789  0.000
C 0.6193 -1.3266 -0.3981  0.000
C -3.0539 2.5194 3.1810  0.003
C 5.9997 0.5014 -1.4445  0.000
C -3.4312 -6.5106 -1.4843  0.000
C 0.2727 -7.0536 -0.1029  0.000
C -5.2768 4.8476 -1.4427  0.000
C 4.6287 1.1594 -1.8458  0.000
C 1.9374 6.8593 0.8983  0.000
C 3.5797 5.0542 0.6929  0.000
C 2.5930 -2.0120 -3.8908  0.000
C -1.8291 2.9109 2.3385  0.000
C -4.6080 -7.3760 -1.7191  0.000
C -4.0318 -4.7277 1.0052  0.002
C -0.5856 -1.9851 -0.9309  0.000
C -2.2495 -4.1888 -3.4448  0.000
C -4.2265 -0.9361 2.1392  0.061
C 3.4476 -3.0741 -3.2481  0.000
C 0.4508 0.1548 -0.8571  0.000
C 1.5096 3.6593 -1.1850  0.000
H -5.0816 5.8919 -1.6864  0.000
H 2.1695 8.3564 2.5744  0.000
H -0.6646 -3.0703 -0.9962  0.000
H -5.3483 5.3924 0.6552  0.000
H -4.1988 -3.7680 3.5994  0.001
H 8.1890 -0.6880 -2.0323  0.000
H -1.1222 -0.1324 4.2940  0.000
H 8.4493 2.4818 -0.0718  0.000
H -4.7430 -1.2761 4.7001  0.002
H -1.6677 5.6604 -1.4431  0.000
H 1.2175 -8.0068 -1.7300  0.000
H -2.6846 -6.7154 -2.2515  0.000
H 3.7650 0.5633 -1.5512  0.000
H -2.0961 6.3635 0.1113  0.000
H 0.0526 -1.2520 3.7672  0.000
H -5.1554 -7.4601 -0.7803  0.000
H 4.4856 2.1852 -1.5061  0.000
H -5.4144 -5.2334 -0.5519  0.000
H 3.2664 6.9375 2.6326  0.000
H -5.8781 4.3658 -2.2137  0.000
H -1.2216 -5.7149 -0.5063  0.000
H 2.5735 -1.0889 -3.3115  0.000
H 5.5096 5.1607 -0.4550  0.000
H 1.5859 -2.4285 -3.8708  0.000
H -1.7113 -0.9401 2.0049  0.003
H 1.9638 -3.0253 2.5870  0.000
H -5.1666 -7.0974 -2.6126  0.000
H 2.7712 -1.9202 -4.9622  0.000
H -4.4694 -3.6685 5.2779  0.005
H -4.1619 4.1472 4.2204  0.000
H 5.0470 -4.2208 -3.7492  0.000
H -3.6749 2.2294 2.3335  0.000
H 5.9775 -0.4785 -1.9215  0.000
H -1.1626 -1.7291 4.9507  0.000
H 6.7249 2.6823 -0.0851  0.000
H -3.6702 1.7861 -2.7389  0.000
H -2.8129 -3.6580 4.5867  0.002
H 1.9029 5.7451 -1.5591  0.000
H 10.1773 1.6299 -2.4344  0.000
H -2.2667 -3.5062 -4.2944  0.000
H 8.1707 2.8908 -2.6569  0.000
H -6.8540 5.7165 -0.2326  0.000
H 4.3954 -3.4369 -5.0466  0.000
H -4.3374 -4.5528 -3.4067  0.000
H -2.2349 3.8429 -0.4089  0.000
H -3.7156 0.5396 -1.4242  0.000
H -4.5448 2.4710 0.0213  0.000
H 0.6802 -1.4297 0.6853  0.000
H -5.5899 0.4904 1.5526  0.001
H -5.2103 0.5794 3.3385  0.000
H 1.5264 -1.7691 -0.8099  0.000
H 10.4532 -0.2118 -2.6551  0.000
H 4.7248 1.1827 -2.9313  0.000
H 1.6671 6.7658 3.1580  0.000
H 1.1050 2.9164 -0.4976  0.000
H 0.8977 7.0908 0.6668  0.000
H -3.4553 4.5122 0.6712  0.000
H -2.8522 3.6124 5.0906  0.000
H -1.4028 -1.6887 -0.2734  0.000
H 6.1886 0.4631 -0.3717  0.000
H -5.6903 2.4981 -1.3548  0.000
H 2.6403 -3.4956 1.0797  0.000
H 0.2706 -6.6296 -2.1495  0.000
H -4.7366 -4.1126 1.5647  0.001
H -3.1208 6.4943 -1.4738  0.000
H 4.1201 5.6188 -1.3456  0.000
H 4.7824 6.7159 -0.2163  0.000
H 0.9279 3.4343 -2.0789  0.000
H -2.8730 1.6302 3.7849  0.003
H -4.3444 -8.4158 -1.9125  0.000
H 3.9435 5.1859 1.7119  0.000
H 2.4804 7.4682 0.1754  0.000
H -3.8634 -3.2745 -2.5193  0.000
H -1.8649 -5.1724 -3.7145  0.000
H -0.2434 0.6197 -0.1570  0.000
H -1.5876 5.2597 4.2064  0.000
H 2.5598 3.4115 -1.3390  0.000
H 1.4455 0.5973 -0.9102  0.000
H 7.6150 4.0189 -0.4537  0.000
H -1.4913 -3.7825 -2.7754  0.000
H 1.6549 -4.7209 2.0245  0.000
H 3.4534 3.9747 0.6100  0.000
H -3.0960 -1.4340 5.3260  0.011
H -3.9028 -5.6966 1.4876  0.000
H -2.6492 1.7811 -1.1698  0.000
H 5.4302 -5.2413 2.4748  0.000
H -0.8058 -5.8671 1.1592  0.000
H 4.4856 -4.9030 1.0764  0.000
H -1.7214 -2.5549 2.6460  0.030
H -2.8858 5.6085 3.0023  0.000
H -0.5383 -8.1505 -1.7799  0.000
H -3.0998 -4.1730 1.1146  0.001
H -4.9340 -3.5740 -0.6289  0.000
H -4.5677 -1.9183 1.8121  0.035
H 8.7652 0.3280 -0.7418  0.000
H 9.4479 0.6914 -3.6864  0.000
H -3.0263 -7.0126 -0.6056  0.000
H -6.3437 4.0680 0.3051  0.000
H 6.4877 3.0511 -2.2044  0.000
H 0.3864 5.5269 -0.8293  0.000
H -6.3233 -0.5660 2.7228  0.000
H -3.6163 -0.6546 1.2810  0.003

The calculation puts the LUMO energy (alpha / beta) at -2.29 / -6.69 eV. Its charge is +1. The spin multiplicity is 2. The value obtained for the total energy is -2701.9538 a.u. The value obtained for the HOMO-LUMO gap (alpha / beta) is 7.06 / 2.65 eV. Its expectation value of S² is 0.755. The value obtained for the HOMO energy (alpha / beta) is -0.3434 / -0.3434 Ha. Its molar mass is 855.3 g mol⁻¹.


This record from the Open Molecules 2025 dataset describes the molecule C3H6F2N2. The level of theory is wB97M-V/def2-TZVPD.

Each line ends with the Mulliken charge.
Element x y z (Å)
F -2.0038 1.1790 -0.2260  -0.276
F -2.0245 -1.0119 -0.3126  -0.240
N 2.1077 -0.5949 0.1241  -0.247
N 0.7583 -0.7723 0.0422  -0.323
C -0.0475 0.1706 0.2807  -0.105
C -1.5220 0.0280 0.3771  0.443
C 2.6746 0.7018 -0.1800  -0.902
H 3.7441 0.5681 -0.0772  0.326
H 2.5942 -1.3677 -0.3944  0.269
H 0.3236 1.1312 0.6391  0.187
H 2.4655 0.9704 -1.1919  0.358
H -1.9023 -0.0518 1.3389  0.159
H 2.3380 1.4145 0.5026  0.351

The calculation puts the LUMO energy at 0.97 eV. Its charge is 0. For the relative energy (zero: lowest compared OMol25 entry of this formula, charge and spin), the calculation gives 34.5 kcal/mol. The spin multiplicity is 1. The value obtained for the total energy is -427.0946 a.u. The value obtained for the HOMO-LUMO gap is 10.17 eV. The value obtained for the HOMO energy is -0.3381 Ha. Its molar mass is 108.1 g mol⁻¹. As for the SMILES: CN/N=C/C(F)F.